1.
Molecular formula: C11H17BiN3O4
Method: DFT, ωB97M-V/def2-TZVPD

Total energy (eV): -30147.3755
LUMO (alpha / beta) (eV): -13.33 / -13.33

```
! RIJCOSX wB97M-V def2-TZVPD def2/J DEFGRID3
* xyz 3 1
Bi 0.22 1.76 -1.16
C 0.40 2.47 1.09
O 0.49 2.92 2.15
C 0.33 4.36 -1.34
O 0.32 5.50 -1.27
C -2.20 1.83 -0.95
O -3.31 1.98 -0.74
C 2.83 1.72 -0.94
O 3.94 1.90 -0.71
C 0.32 0.25 -5.60
H 1.25 -0.32 -5.52
H -0.61 -0.32 -5.50
C 0.31 1.54 -5.91
H -0.62 2.09 -6.08
H 1.24 2.09 -6.10
C -1.96 0.29 2.03
N -0.63 -0.28 2.17
C -0.03 -0.16 3.49
C -0.02 -1.00 1.15
N 0.22 -0.49 -0.06
N 0.33 -2.28 1.39
C -0.13 -3.01 2.58
C 0.88 -3.08 0.29
H -2.62 -0.15 2.81
H -2.39 0.04 1.05
H -1.97 1.39 2.17
H -0.63 -0.73 4.22
H 1.00 -0.54 3.47
H -0.02 0.90 3.81
H 0.72 -1.22 -0.58
H -1.21 -2.82 2.74
H 0.05 -4.07 2.37
H 0.47 -2.70 3.45
H 0.21 -3.05 -0.60
H 1.88 -2.71 0.01
H 0.96 -4.11 0.63
*
```

2.
Molecular formula: C11H17FIN2O2S
Method: DFT, ωB97M-V/def2-TZVPD

Total energy (eV): -40402.1936
LUMO (eV): -4.96
SMILES: CCCc1c(C)cc(S(=O)(=O)F)c(NCC)[n+]1I

```
! RIJCOSX wB97M-V def2-TZVPD def2/J DEFGRID3
* xyz 1 1
C -3.05 1.67 0.96
C -3.07 0.84 -0.38
C -2.68 -0.68 -0.06
C -1.13 -0.79 -0.20
C -0.61 -0.78 -1.59
C -1.50 -0.66 -2.85
C 0.84 -0.90 -1.83
C 1.72 -0.97 -0.66
S 3.51 -1.07 -0.91
O 3.70 -1.11 -2.34
O 4.02 -2.27 -0.28
F 4.26 0.27 -0.36
C 1.12 -0.94 0.66
N 1.93 -0.97 1.82
C 2.30 0.39 2.34
C 1.87 1.60 1.42
N -0.25 -0.86 0.87
I -0.94 -0.85 2.83
H -2.04 1.62 1.46
H -3.21 2.74 0.68
H -3.84 1.27 1.64
H -4.03 0.91 -0.96
H -2.27 1.26 -1.05
H -3.16 -1.31 -0.85
H -3.07 -1.05 0.92
H -1.51 0.44 -3.13
H -2.57 -0.94 -2.70
H -1.04 -1.18 -3.72
H 1.28 -0.93 -2.85
H 2.75 -1.58 1.70
H 1.85 0.55 3.35
H 3.42 0.43 2.42
H 2.41 1.55 0.43
H 2.24 2.54 1.91
H 0.77 1.73 1.31
*
```

3.
Molecular formula: C11H17FN2
Method: DFT, ωB97M-V/def2-TZVPD

Total energy (eV): -17356.8889
LUMO (alpha / beta) (eV): -9.79 / -10.43
SMILES: C[N+](C)=C(F)[N+](C)(C)c1ccccc1

```
! RIJCOSX wB97M-V def2-TZVPD def2/J DEFGRID3
* xyz 2 1
C -1.90 -0.37 -3.03
N -0.91 -0.52 -2.00
C 0.42 -0.24 -2.43
C -1.32 -0.36 -0.32
F -2.61 -0.41 -0.31
N -0.59 -0.78 0.83
C -1.49 -0.87 1.98
C 0.19 -2.07 0.49
C 0.45 0.30 1.02
C 0.01 1.61 0.83
C 0.86 2.68 1.18
C 2.19 2.36 1.42
C 2.70 1.06 1.49
C 1.74 0.04 1.51
H -2.83 -0.81 -2.73
H -1.42 -0.95 -3.77
H -2.05 0.72 -3.23
H 1.01 0.06 -1.45
H 0.55 0.71 -3.21
H 0.83 -1.11 -2.89
H -1.08 -1.58 2.61
H -1.51 0.00 2.53
H -2.42 -1.17 1.73
H 0.60 -2.41 1.47
H -0.58 -2.67 0.02
H 0.89 -1.79 -0.33
H -0.99 1.67 0.47
H 0.66 3.66 1.06
H 2.75 3.23 1.53
H 3.69 0.97 1.83
H 2.13 -0.96 1.70
*
```

4.
Molecular formula: C11H17GeN2O2PdS2Se
Method: DFT, ωB97M-V/def2-TZVPD

Total energy (eV): -165758.4173
LUMO (alpha / beta) (eV): -4.70 / -7.13
Expectation value of S²: 6.0609

```
! RIJCOSX wB97M-V def2-TZVPD def2/J DEFGRID3
* xyz 1 5
Pd 0.15 -0.28 -2.54
S 0.93 -1.39 -4.56
C -0.14 -2.24 -3.53
S -1.72 -1.49 -3.48
C 0.17 -3.56 -2.94
C 0.48 -3.61 -1.58
N 0.76 -3.56 -0.46
C 0.29 -4.70 -3.74
N 0.41 -5.62 -4.42
C -0.59 1.80 4.35
Ge -0.41 0.35 3.03
C 1.11 -0.87 3.32
C -2.08 -0.63 2.65
C -0.03 1.20 1.19
Se 0.17 -0.31 0.02
C 2.10 -0.27 -0.20
H -0.84 1.35 5.31
H -1.38 2.49 4.08
H 0.34 2.35 4.47
H 0.97 -1.42 4.25
H 2.05 -0.33 3.39
H 1.16 -1.59 2.51
H -2.33 -1.30 3.47
H -1.94 -1.24 1.76
H -2.91 0.05 2.50
H 0.87 1.82 1.17
H -0.90 1.78 0.90
H 2.57 -0.44 0.77
H 2.38 0.70 -0.60
H 2.37 -1.07 -0.88
C -1.03 3.70 -3.16
O -0.93 2.25 -3.07
C 0.10 1.73 -2.49
O 1.04 2.24 -1.94
H -2.06 3.96 -2.96
H -0.76 4.00 -4.17
H -0.36 4.16 -2.43
*
```

5.
Molecular formula: C11H17I2N3O
Method: DFT, ωB97M-V/def2-TZVPD

Total energy (eV): -34396.9556
LUMO (eV): -0.26

```
! RIJCOSX wB97M-V def2-TZVPD def2/J DEFGRID3
* xyz 0 1
C -2.81 2.68 -0.71
N -2.10 1.92 0.37
C -0.62 1.84 0.14
C -0.10 0.37 -0.28
C -0.17 0.18 -1.87
I 1.30 1.33 -3.04
C -1.11 -0.62 -2.59
C -2.24 -1.44 -1.81
I -1.00 -0.70 -4.75
C 1.52 0.51 -0.04
C 1.66 0.10 1.52
C 2.67 -1.07 1.94
C 2.18 -2.54 1.45
N 1.56 -3.38 2.25
C 0.19 -0.41 1.92
O -0.36 -0.46 3.06
N -0.40 -0.78 0.61
H -3.26 3.67 -0.32
H -3.64 2.00 -1.12
H -2.14 2.97 -1.60
H -2.19 2.53 1.21
H -0.24 2.58 -0.66
H -0.11 2.18 1.12
H -2.57 -0.90 -0.84
H -3.10 -1.66 -2.52
H -1.77 -2.46 -1.54
H 2.08 -0.35 -0.57
H 1.98 1.56 -0.09
H 1.89 1.04 2.14
H 3.75 -0.90 1.58
H 2.70 -1.11 3.08
H 2.39 -2.77 0.33
H 1.46 -2.95 3.20
H -0.05 -1.64 0.16
*
```

6.
Molecular formula: C11H17N2
Method: DFT, ωB97M-V/def2-TZVPD

Total energy (eV): -14657.6113
LUMO (alpha / beta) (eV): 0.26 / 0.18
Expectation value of S²: 0.7685

```
! RIJCOSX wB97M-V def2-TZVPD def2/J DEFGRID3
* xyz 0 2
C 0.45 -1.53 -3.34
C -1.37 -2.32 -1.59
C -0.18 -1.66 -2.06
C -0.30 -1.62 0.29
C 0.52 -1.27 -0.79
C 0.10 -1.47 1.67
C 1.84 -0.78 -0.46
C 1.36 -0.90 1.99
C 2.20 -0.54 0.87
N -1.49 -2.18 -0.22
H -2.14 -2.98 -1.95
H -2.03 -2.77 0.41
H 1.56 -1.55 -3.19
H 0.32 -0.59 -3.92
H -0.66 -1.92 2.23
H 2.56 -0.50 -1.14
H 1.91 -0.77 3.02
H 3.17 0.15 1.00
H 0.23 -2.29 -4.12
C -1.13 2.77 0.57
C -1.09 3.34 1.99
N -0.15 1.47 0.37
H -2.09 2.50 0.14
H -0.79 3.56 -0.21
H -0.05 3.43 2.32
H -1.38 2.63 2.81
H -0.65 0.52 0.43
H 0.53 1.43 -0.40
H 0.31 1.63 1.29
H -1.55 4.22 2.00
*
```

7.
Molecular formula: C11H17N2
Method: DFT, ωB97M-V/def2-TZVPD

Total energy (eV): -14656.5196
LUMO (eV): -2.96

```
! RIJCOSX wB97M-V def2-TZVPD def2/J DEFGRID3
* xyz 1 1
C -1.88 -0.53 2.39
C -1.67 -0.18 3.84
N -0.71 0.08 1.57
H -1.96 -1.56 2.08
H -2.77 -0.03 2.01
H -2.63 -0.30 4.35
H -1.63 0.89 4.05
H -0.21 0.67 2.22
H -0.14 -0.70 1.24
H -1.01 0.61 0.75
H -0.99 -0.82 4.40
C 0.82 -2.57 -2.28
C 1.06 -0.03 -1.62
C 0.28 -1.19 -2.03
C 0.14 0.96 -1.31
C -1.01 -0.82 -2.01
C 2.76 1.45 -0.78
C 1.81 2.47 -0.60
C 2.40 0.26 -1.38
C 0.49 2.27 -0.95
N -1.18 0.49 -1.45
H 3.79 1.69 -0.56
H 2.07 3.41 -0.13
H 3.20 -0.44 -1.62
H -0.24 3.06 -1.08
H 1.80 -2.71 -1.81
H 0.97 -2.83 -3.33
H -1.93 -1.35 -2.18
H -1.81 1.02 -2.04
H 0.19 -3.27 -1.74
*
```

8.
Molecular formula: C11H17N2
Method: DFT, ωB97M-V/def2-TZVPD

Total energy (eV): -14655.2092
LUMO (eV): -3.37

```
! RIJCOSX wB97M-V def2-TZVPD def2/J DEFGRID3
* xyz 1 1
C -1.33 -2.31 -1.20
C -1.49 1.47 -0.59
C -1.29 0.16 -0.06
C -1.40 -0.84 -1.14
C -1.57 -0.11 -2.30
C -1.44 2.60 0.21
C -1.07 2.39 1.53
C -1.07 -0.02 1.29
C -0.89 1.11 2.10
N -1.71 1.33 -1.91
H -2.11 1.96 -2.54
H -1.75 3.57 -0.09
H -1.60 -0.38 -3.37
H -0.97 3.21 2.27
H -0.92 -1.07 1.61
H -0.77 -2.78 -0.28
H -0.76 -2.74 -2.00
H -0.67 0.96 3.15
H -2.31 -2.81 -1.15
C 1.96 0.01 0.07
C 2.96 0.12 1.16
N 1.85 -1.59 -0.14
H 0.95 0.45 0.39
H 2.33 0.32 -0.86
H 3.56 1.09 1.01
H 3.72 -0.53 1.39
H 2.49 -2.01 -0.96
H 2.05 -2.06 0.82
H 0.88 -1.69 -0.55
H 2.38 0.21 2.13
*
```

9.
Molecular formula: C11H17N3
Method: DFT, ωB97M-V/def2-TZVPD

Total energy (eV): -16145.2910
LUMO (eV): 0.72

```
! RIJCOSX wB97M-V def2-TZVPD def2/J DEFGRID3
* xyz 0 1
C 1.61 1.96 -0.22
C 2.81 1.07 -0.85
C 1.92 -1.27 -1.09
C 1.28 -2.10 0.02
C 0.68 -1.24 1.16
C 1.06 1.38 1.03
C -1.03 0.16 0.40
C -1.81 1.29 0.24
C -3.04 1.18 -0.50
C -3.60 -0.10 -0.58
C -1.75 -1.05 0.23
H 0.73 2.24 -0.86
H 2.05 2.94 -0.03
H 3.80 1.66 -0.53
H 2.56 1.15 -2.08
H 2.21 -0.28 0.99
H 1.30 -0.72 -1.92
H 2.62 -2.16 -1.44
H 1.97 -2.72 0.33
H 0.43 -2.60 -0.35
H -0.08 -1.86 1.76
H 1.33 -1.19 2.08
H 0.56 2.33 1.31
H 1.77 1.15 1.82
H -1.42 2.37 0.57
H -3.71 2.09 -0.62
H -4.57 -0.15 -1.42
H -1.36 -2.05 0.48
N 2.93 -0.40 -0.38
N 0.16 0.15 0.88
N -2.93 -1.16 -0.37
*
```

10.
Molecular formula: C11H17N3O2STi
Method: DFT, ωB97M-V/def2-TZVPD

Total energy (eV): -54186.2944
LUMO (eV): -8.20

```
! RIJCOSX wB97M-V def2-TZVPD def2/J DEFGRID3
* xyz 2 1
Ti 0.54 -0.01 0.38
N -0.81 0.05 -1.23
C -0.36 -1.21 -1.91
C -0.62 -2.39 -0.98
N -0.28 -2.05 0.44
C 0.66 -3.01 1.12
C 2.08 -2.58 0.84
N 2.19 -1.13 1.21
H -1.81 0.04 -1.06
H -0.62 0.88 -1.80
H 0.71 -1.10 -2.13
H -0.86 -1.35 -2.87
H -0.02 -3.25 -1.30
H -1.67 -2.70 -1.03
H -1.14 -2.04 0.98
H 0.46 -4.03 0.80
H 0.45 -2.95 2.19
H 2.31 -2.66 -0.22
H 2.79 -3.20 1.38
H 3.09 -0.75 0.92
H 2.17 -1.04 2.23
O 0.46 2.87 -1.06
C 0.91 2.57 -0.01
O 1.65 1.32 0.09
C 0.76 3.25 1.29
C 1.14 4.57 1.46
C 0.92 5.18 2.68
C 0.30 4.50 3.71
C -0.12 3.18 3.54
C 0.13 2.56 2.33
S -0.50 0.88 2.13
H 1.60 5.10 0.64
H 1.23 6.21 2.82
H 0.12 4.99 4.66
H -0.63 2.66 4.34
*
```

11.
Molecular formula: C11H17N4
Method: DFT, ωB97M-V/def2-TZVPD

Total energy (eV): -17637.4193
LUMO (eV): -2.77

```
! RIJCOSX wB97M-V def2-TZVPD def2/J DEFGRID3
* xyz 1 1
C -1.60 -2.43 1.24
C -1.21 -1.72 -0.01
C -0.34 -2.23 -0.94
C -1.62 -0.43 -0.46
C -0.94 -0.16 -1.63
C -2.61 0.44 -0.05
C -1.10 1.02 -2.38
C -2.68 1.71 -0.66
C -1.89 2.00 -1.79
N -0.05 -1.23 -1.92
H -0.75 -2.75 1.81
H -2.24 -3.30 1.06
H 0.37 -3.03 -0.90
H 0.12 -1.61 -2.83
H -3.31 0.25 0.76
H -0.87 1.02 -3.44
H -3.06 2.53 -0.06
H -2.06 2.99 -2.18
H -2.23 -1.78 1.84
C 1.49 0.82 2.67
C 2.43 0.61 0.31
N 2.55 0.58 1.64
N 1.28 1.05 -0.21
N 3.49 0.26 -0.43
H 3.38 0.22 2.07
H 0.85 1.69 0.43
H 1.06 0.97 -1.19
H 4.31 -0.14 -0.01
H 3.47 0.21 -1.44
H 0.53 0.90 2.17
H 1.74 1.66 3.31
H 1.46 -0.12 3.21
*
```

12.
Molecular formula: C11H17N5O4
Method: DFT, ωB97M-V/def2-TZVPD

Total energy (eV): -27319.7515
LUMO (eV): 0.44
SMILES: NC(=O)CC[C@H](NC(=O)[C@@H](N)Cc1c[nH]cn1)C(=O)O

```
! RIJCOSX wB97M-V def2-TZVPD def2/J DEFGRID3
* xyz 0 1
N -4.67 -2.31 -0.48
C -4.39 -1.00 -0.26
O -5.05 -0.08 0.27
C -2.78 -0.85 -0.46
C -2.52 0.76 -0.34
C -1.05 1.16 -0.16
N -0.52 0.19 0.69
C 0.44 -0.55 0.10
O 0.79 -0.36 -1.07
C 1.10 -1.69 0.89
N 1.34 -2.76 -0.08
C 2.46 -1.27 1.53
C 3.01 -0.40 0.44
C 3.10 0.94 0.18
N 4.16 1.00 -0.84
C 4.62 -0.13 -1.02
N 3.83 -1.12 -0.35
C -0.80 2.65 0.30
O -0.37 2.83 1.41
O -1.28 3.48 -0.53
H -4.01 -2.85 -0.95
H -5.47 -2.71 0.02
H -2.18 -1.62 0.15
H -2.59 -1.35 -1.40
H -3.00 1.23 -1.27
H -3.02 1.07 0.67
H -0.36 1.37 -1.00
H -0.91 -0.08 1.55
H 0.41 -1.91 1.77
H 2.10 -2.64 -0.78
H 1.78 -3.54 0.68
H 3.26 -2.13 1.73
H 2.26 -0.84 2.59
H 2.68 1.89 0.37
H 4.31 1.75 -1.38
H 5.24 -0.39 -1.87
H -1.46 3.15 -1.40
*
```

13.
Molecular formula: C11H17NO2
Method: DFT, ωB97M-V/def2-TZVPD

Total energy (eV): -17264.8456
LUMO (eV): 0.76
SMILES: COc1cc(CCN)cc(OC)c1C

```
! RIJCOSX wB97M-V def2-TZVPD def2/J DEFGRID3
* xyz 0 1
C -2.46 -2.63 0.74
O -1.91 -2.12 -0.48
C -0.98 -1.08 -0.22
C 0.33 -1.29 0.17
C 1.09 -0.21 0.45
C 2.49 -0.45 0.95
C 3.58 -0.18 -0.05
N 3.41 -1.11 -1.24
C 0.77 1.08 0.23
C -0.58 1.22 0.00
O -1.10 2.43 -0.22
C -0.32 3.62 0.32
C -1.46 0.12 -0.28
C -2.89 0.53 -0.57
H -3.02 -1.86 1.35
H -3.31 -3.28 0.55
H -1.67 -3.12 1.37
H 0.68 -2.34 0.30
H 2.58 0.21 1.92
H 2.71 -1.52 1.29
H 3.29 0.80 -0.53
H 4.60 -0.22 0.43
H 2.37 -1.17 -1.38
H 3.60 -2.09 -0.82
H 1.47 1.91 0.27
H -0.90 4.46 0.11
H -0.09 3.35 1.34
H 0.50 3.63 -0.38
H -2.91 1.63 -1.09
H -3.53 -0.15 -1.34
H -3.52 0.65 0.38
*
```

14.
Molecular formula: C11H17NO2
Method: DFT, ωB97M-V/def2-TZVPD

Total energy (eV): -17267.0684
LUMO (eV): 1.00
SMILES: Cc1ccc(CNC[C@@H]2CCCO2)o1

```
! RIJCOSX wB97M-V def2-TZVPD def2/J DEFGRID3
* xyz 0 1
C -2.19 -4.78 -1.75
C -2.17 -3.56 -0.90
C -3.17 -2.88 -0.28
C -2.55 -1.79 0.40
C -1.22 -1.90 0.14
C -0.06 -1.06 0.56
N -0.49 0.30 0.81
C 0.52 1.18 1.35
C 1.61 1.60 0.35
C 2.60 2.62 0.95
C 2.63 3.74 -0.08
C 1.25 3.60 -0.73
O 1.02 2.21 -0.80
O -0.98 -2.97 -0.65
H -1.79 -4.57 -2.74
H -1.58 -5.57 -1.30
H -3.21 -5.14 -1.85
H -4.22 -3.11 -0.29
H -3.02 -1.04 0.99
H 0.36 -1.45 1.50
H 0.73 -1.15 -0.21
H -0.85 0.71 -0.05
H 0.01 2.08 1.70
H 0.99 0.69 2.21
H 2.13 0.70 -0.02
H 3.58 2.18 1.11
H 2.22 2.98 1.90
H 2.78 4.73 0.36
H 3.40 3.56 -0.83
H 1.19 3.99 -1.74
H 0.48 4.09 -0.11
*
```

15.
Molecular formula: C11H17NO3S2
Method: DFT, ωB97M-V/def2-TZVPD

Total energy (eV): -40975.1848
LUMO (eV): 0.51
SMILES: COCCCNS(=O)(=O)c1ccc(SC)cc1

```
! RIJCOSX wB97M-V def2-TZVPD def2/J DEFGRID3
* xyz 0 1
C 6.18 0.59 0.60
O 5.77 -0.33 -0.43
C 4.64 -0.94 -0.03
C 3.28 -0.20 0.11
C 1.93 -1.12 0.45
N 0.69 -0.38 0.72
S 0.15 0.49 -0.97
O 0.59 -0.25 -2.07
O 0.46 1.84 -0.80
C -1.63 0.38 -0.60
C -2.18 -0.99 -0.97
C -3.39 -1.51 -0.79
C -4.24 -0.22 -0.20
S -5.85 -0.63 -0.09
C -6.78 0.87 0.58
C -3.75 0.95 -0.12
C -2.46 1.17 -0.06
H 6.26 0.09 1.36
H 7.12 0.97 0.14
H 5.46 1.33 0.63
H 4.73 -1.57 1.03
H 4.33 -1.67 -0.82
H 3.36 0.36 0.81
H 2.99 0.36 -0.67
H 1.82 -1.87 -0.46
H 2.15 -1.48 1.26
H 0.95 0.48 1.26
H -1.40 -1.68 -1.46
H -3.89 -2.26 -0.68
H -6.66 1.56 -0.40
H -6.47 1.26 1.57
H -7.81 0.70 0.62
H -4.41 1.71 0.42
H -1.93 2.01 0.03
*
```